(1)
{
  "formula": "C5H7NO3",
  "method": "wB97M-V/def2-TZVPD",
  "elements": ["C", "C", "C", "C", "C", "N", "O", "O", "O", "H", "H", "H", "H", "H", "H", "H"],
  "xyz": [[-0.14, -0.63, -0.27], [2.14, -0.95, 0.44], [0.73, 0.42, -0.04], [2.30, 0.08, -0.55], [-2.66, -0.44, -0.42], [-1.46, -0.06, 0.39], [2.32, -1.36, 1.50], [0.68, 1.49, 0.60], [3.06, 1.11, 0.01], [2.55, 0.01, -1.55], [-2.80, 0.27, -1.30], [-2.48, -1.44, -0.96], [-3.57, -0.54, 0.04], [-1.56, -0.57, 1.34], [-1.38, 0.99, 0.39], [2.26, 1.62, 0.38]],
  "mulliken_charge": [-1.06, 0.50, 0.76, -0.16, -0.80, -0.09, -0.31, -0.85, -0.54, 0.43, 0.28, 0.31, 0.41, 0.33, 0.33, 0.44],
  "charge": 0,
  "e_tot_ev": -12924.7873,
  "e_homo_ev": -7.698,
  "e_lumo_ev": -0.14
}

---

(2)
{
  "formula": "C5H7NO3",
  "method": "wB97M-V/def2-TZVPD",
  "elements": ["C", "C", "O", "C", "O", "O", "H", "H", "H", "H", "C", "C", "N", "H", "H", "H"],
  "xyz": [[0.31, 0.83, 1.82], [0.53, -0.30, 0.85], [1.59, -0.85, 0.68], [-0.84, -0.83, 0.09], [-1.84, -0.76, 0.80], [-0.52, -1.95, -0.63], [0.90, 1.69, 1.50], [0.67, 0.53, 2.81], [-0.73, 1.11, 1.88], [-1.03, -2.70, -0.29], [-0.84, 0.62, -1.43], [0.50, 0.57, -1.61], [1.64, 0.42, -1.93], [-1.22, 1.50, -0.94], [-1.48, 0.20, -2.19], [2.35, -0.08, -1.40]],
  "mulliken_charge": [-1.13, 0.51, -0.57, 0.73, -0.63, -0.46, 0.29, 0.35, 0.32, 0.35, -0.99, 0.68, -0.45, 0.28, 0.35, 0.36],
  "charge": 0,
  "e_tot_ev": -12928.1935,
  "e_homo_ev": -8.612,
  "e_lumo_ev": 0.34,
  "smiles": "CC(=O)C(=O)O.C=C=N"
}

---

charge of number 2 (C5H7NO3)?
0

---

Please write out number 1 again, unchanged.
{
  "formula": "C5H7NO3",
  "method": "wB97M-V/def2-TZVPD",
  "elements": ["C", "C", "C", "C", "C", "N", "O", "O", "O", "H", "H", "H", "H", "H", "H", "H"],
  "xyz": [[-0.14, -0.63, -0.27], [2.14, -0.95, 0.44], [0.73, 0.42, -0.04], [2.30, 0.08, -0.55], [-2.66, -0.44, -0.42], [-1.46, -0.06, 0.39], [2.32, -1.36, 1.50], [0.68, 1.49, 0.60], [3.06, 1.11, 0.01], [2.55, 0.01, -1.55], [-2.80, 0.27, -1.30], [-2.48, -1.44, -0.96], [-3.57, -0.54, 0.04], [-1.56, -0.57, 1.34], [-1.38, 0.99, 0.39], [2.26, 1.62, 0.38]],
  "mulliken_charge": [-1.06, 0.50, 0.76, -0.16, -0.80, -0.09, -0.31, -0.85, -0.54, 0.43, 0.28, 0.31, 0.41, 0.33, 0.33, 0.44],
  "charge": 0,
  "e_tot_ev": -12924.7873,
  "e_homo_ev": -7.698,
  "e_lumo_ev": -0.14
}

---

Copy entry 1 word for word.
{
  "formula": "C5H7NO3",
  "method": "wB97M-V/def2-TZVPD",
  "elements": ["C", "C", "C", "C", "C", "N", "O", "O", "O", "H", "H", "H", "H", "H", "H", "H"],
  "xyz": [[-0.14, -0.63, -0.27], [2.14, -0.95, 0.44], [0.73, 0.42, -0.04], [2.30, 0.08, -0.55], [-2.66, -0.44, -0.42], [-1.46, -0.06, 0.39], [2.32, -1.36, 1.50], [0.68, 1.49, 0.60], [3.06, 1.11, 0.01], [2.55, 0.01, -1.55], [-2.80, 0.27, -1.30], [-2.48, -1.44, -0.96], [-3.57, -0.54, 0.04], [-1.56, -0.57, 1.34], [-1.38, 0.99, 0.39], [2.26, 1.62, 0.38]],
  "mulliken_charge": [-1.06, 0.50, 0.76, -0.16, -0.80, -0.09, -0.31, -0.85, -0.54, 0.43, 0.28, 0.31, 0.41, 0.33, 0.33, 0.44],
  "charge": 0,
  "e_tot_ev": -12924.7873,
  "e_homo_ev": -7.698,
  "e_lumo_ev": -0.14
}

---

charge of number 1 (C5H7NO3)?
0